Entry 1:
Here is a cluster of 25 separate species, C79H171N7O2 in total from the Open Molecules 2025 dataset. Energies are from ωB97M-V/def2-TZVPD.

Last column: Mulliken charge in e.
Element x y z (Å)
C -1.672538 7.624722 3.338463  -0.5411
H -3.136723 3.612308 10.030150  0.2330
H 11.592624 -9.875028 8.052641  0.3642
H 10.084704 1.823850 -3.945629  0.3029
H -0.943103 7.684069 2.505590  0.2242
H 6.343761 2.286517 -2.581606  0.4497
C 4.239791 7.502300 -14.039652  -0.0235
C -0.141198 1.552035 -14.492295  -0.8071
H -1.091998 3.417300 12.096005  0.2000
H -3.488024 0.251384 12.889097  0.3092
C 8.693907 2.676668 -2.230709  -1.4328
H -7.815903 13.929622 0.034027  0.3198
C 4.182506 -9.307316 -3.459104  -0.5551
H -6.618798 -5.318528 8.115070  -0.1068
H 0.847103 2.486368 -13.134817  0.2213
C -5.718669 -7.809360 -3.307041  -0.7494
H -4.918454 3.508390 10.647924  0.3118
H 0.604935 -7.393966 -2.500508  0.3940
C 9.177043 -6.739940 7.193968  -0.3394
H -1.019693 0.874228 12.946970  0.4021
H 6.257503 12.766966 6.081795  -0.0457
H 2.930892 -6.990500 -3.222563  0.5346
H 9.815869 2.858886 -2.264351  0.5904
C 0.899230 2.376703 -14.225394  -0.1651
C -1.364623 -1.259069 -0.774166  0.7284
H -1.329334 -5.704478 -2.910044  0.3433
C -4.009921 7.122780 -6.914032  -0.4743
C 0.827122 -7.334255 -3.551293  -0.4088
H 4.474021 -8.627129 -0.798976  0.3214
H -5.450013 7.851986 -8.314439  0.2702
C 12.067930 -8.923350 8.003090  -0.5587
C 6.864747 1.980607 -3.499242  -1.3749
C -8.599082 -11.740034 -3.160123  -0.0909
H 2.382451 -8.081440 -1.528003  0.3681
H 5.073310 7.513827 -14.860574  0.3458
C 1.885218 2.732686 -15.140822  -0.1128
C 8.511471 -7.898191 7.836548  -0.5823
H 11.480309 -8.016471 4.884523  0.3171
H 12.103615 -6.951598 8.794731  -0.0101
H 1.722014 -9.661824 -1.467120  0.3297
H -3.523666 6.249410 -6.539184  0.2508
H -7.025232 -10.014640 -2.319901  0.3776
C 9.617206 -8.784494 6.129303  -0.0177
H -1.272883 7.333548 4.378957  0.1923
C -9.673598 -7.713337 -0.460635  -0.4633
H -2.192210 4.255155 14.281549  0.3364
H 4.544824 1.409904 -3.258904  0.2906
H -0.422932 0.912042 -15.353332  0.2583
H -7.644572 -8.131527 -4.127553  0.2787
H -4.718219 0.997201 10.586522  0.2840
H 8.507486 4.829439 -3.573237  0.4459
H -5.941535 9.324016 -2.325547  0.3504
H 4.531618 -8.268841 -3.457391  0.4095
C 1.762278 -10.273699 -5.371179  -0.2674
N -8.986277 -9.516858 -1.906844  0.5161
H -5.153719 -5.813885 -2.676727  0.2923
H -3.481925 3.374464 7.744569  0.2087
H 8.139622 3.944943 0.836091  0.4783
H -6.345249 11.762739 5.461488  0.3269
C -3.007841 6.327822 14.295003  -1.4636
H 1.095527 -5.176562 -3.604794  0.3413
H 2.342210 6.796703 -15.162016  0.5744
H 8.452767 -6.002363 6.736977  0.3426
H -10.470149 -10.767892 -2.853637  0.4760
H 2.691641 3.899005 -13.545397  0.3903
C 1.383232 -11.657446 -5.890134  -1.2752
C 9.691041 0.958582 10.744143  -0.4413
H 5.058062 4.021262 -15.782375  0.2769
H -10.612275 -12.185600 3.460258  -0.1688
H -9.357584 -9.803495 -3.967861  0.4730
H -9.138860 13.014531 -2.735091  0.3147
H -4.033449 -7.248523 -2.184779  0.2737
C -6.419716 11.944763 4.368195  -0.6549
H 8.265963 2.586928 11.760794  0.2555
H 4.343141 -9.755853 -4.452257  0.3317
C -9.895497 11.549104 -0.521196  -0.8359
H 7.658274 -7.642608 8.528425  0.3631
H -8.780895 -7.125686 -0.497200  0.1994
C -9.444247 -10.440025 -3.069263  -0.9873
C -8.038028 13.083449 -0.698627  -0.4382
H 3.579937 2.161294 1.711899  0.0022
H 8.045828 3.973130 -6.407066  0.3378
H -12.371689 -2.641846 12.763652  0.0434
C 4.648226 4.998522 -15.523713  -0.0259
C -5.084096 7.058289 -7.747935  -0.5170
H 12.849933 -6.281427 6.192431  0.3473
H -10.134454 -10.752166 -0.742923  0.4873
H -4.330485 4.960110 12.218045  0.4561
H -2.567506 5.020850 11.906523  0.3926
H -2.068066 6.822601 13.898616  0.3587
C -4.046809 2.240389 13.104490  -0.6688
C -4.866279 1.834361 8.646576  -0.9992
H -8.998965 -12.343917 -2.318279  0.3366
C -9.853763 -8.332211 -1.851087  -0.7476
H -5.729172 6.225493 -7.671011  0.2477
C 4.848835 0.803719 -4.126300  -0.9146
H -9.101655 12.178960 1.933474  0.5417
H -9.860104 10.932593 -1.331056  0.4910
H -3.123255 1.093022 9.818689  0.2611
C -3.189069 1.075513 13.543447  -0.4791
H 5.543438 2.868917 -4.580929  0.5988
C -1.829475 1.583138 13.232902  -0.6611
H -7.399639 0.931009 10.509492  -0.0979
C 1.846567 -10.233503 -3.820009  -1.1593
H -2.696196 6.619114 15.312366  0.3865
H -7.562912 -6.999311 -2.676602  0.4224
H -7.903007 13.348600 3.998402  0.2244
C 2.321253 -7.763512 -3.764145  -1.2800
H 7.302803 -5.436179 12.789330  -0.1614
H 1.782326 9.737722 -12.922090  0.2676
H -3.882390 4.369337 14.566462  0.2434
C -3.906982 3.033169 10.629068  -0.8448
N 2.748629 -9.091205 -3.296947  0.6594
H -10.571711 -7.089268 -0.229260  0.4050
H -10.187521 -9.219074 1.074812  0.4657
H 9.815379 2.167825 1.621394  0.2655
H 7.136496 3.687175 -1.044352  0.3931
C 11.949799 -5.880974 5.823206  -0.1508
H -5.261560 8.635014 -1.139716  0.3777
H 8.471414 1.695121 -1.813394  0.5548
C 8.687448 4.046030 -5.584909  -0.6085
O -1.020918 -2.281791 -0.293935  -0.3883
N 3.558134 5.132551 -14.903129  0.1636
H -8.464479 -10.865160 -0.286211  0.3764
H -3.390505 0.695089 14.511174  0.4334
C 3.884607 -9.504543 -1.119047  -0.5424
H 12.888858 -7.381373 9.528591  0.2473
H 3.790389 -10.252968 -0.264644  0.3185
C -10.376409 13.019183 -0.860261  -1.1546
H -9.790197 -12.958563 -4.457455  0.3545
C 2.574598 -9.070010 -1.758698  -0.6241
H -8.762917 -11.713872 -5.353467  0.3462
C -8.837914 -12.441528 -4.537218  -1.3435
C 0.509509 -5.938367 -4.113788  -0.3666
H 9.104497 5.182112 -5.758690  0.3373
H 2.840388 2.142438 -15.103514  0.2357
H -1.741947 2.017387 11.141860  0.3935
H -7.807890 10.462355 -1.763976  0.3922
H 2.537538 -7.690860 -4.804282  0.4986
H 1.531901 4.943863 -14.476089  0.5170
H -3.263305 1.844502 7.223351  -0.0422
H 2.173404 -12.393823 -5.560102  0.3251
C -9.238076 -10.147182 -0.572815  -0.7953
H 4.579628 7.444726 -12.987455  0.2454
H -8.188454 9.735543 -0.210568  0.6107
C -3.009630 4.861804 13.943422  -0.1493
C 11.959542 -8.017110 9.052271  -0.4580
H -4.769360 2.539682 6.593770  0.4025
H -0.888024 1.502210 -13.755298  0.2535
C -3.357381 4.544604 12.496110  -0.8025
H -5.323956 -8.786283 -3.161237  0.3838
C -6.188918 10.550107 -0.464684  0.1128
H -1.122915 -4.642731 -4.281138  0.4396
C -9.416506 -8.937338 0.420918  -0.8156
H 11.227077 -3.969789 5.141545  0.3130
H -9.243207 14.571270 -2.204285  0.3554
H 9.919839 -6.366950 7.786778  0.3028
H -4.301758 2.899403 13.974768  0.0511
C 7.946230 4.184322 -4.234701  -0.4270
H 9.983590 -9.694302 5.651609  0.4533
H 8.249858 -10.123492 7.246264  0.3461
N 9.861013 -7.516339 6.144940  -0.0365
H -7.528941 4.516966 -3.843227  -0.1947
H -1.334746 1.957549 14.161207  0.2968
C -4.075187 1.622318 9.958816  0.1170
H 12.964309 -8.803337 7.389660  0.2812
H -5.666886 11.308328 3.815751  0.1337
H 3.313137 9.039623 -15.122213  0.2989
H -5.770624 10.050708 0.582697  0.1067
H -6.094333 12.044073 1.604767  0.1844
H -1.540694 -6.326862 -4.500552  0.3959
H 0.418267 -12.048904 -5.380458  0.2892
C 10.991229 -7.010724 5.049349  -0.4217
C 12.045090 -4.507333 5.491908  -0.7458
H 8.725473 1.069740 -5.047676  0.3487
C -7.016657 12.556762 1.944962  0.2748
H 0.833491 -10.135253 -3.507663  0.5710
C -8.237992 11.816858 1.429574  -1.0387
H 6.875138 4.250686 -4.301438  0.2072
C -9.232433 13.468024 -1.696288  -0.5396
C 3.206827 8.473789 -14.163308  -0.3542
O -1.928611 -0.316361 -1.189234  -0.3473
H -3.424304 8.073396 -6.794516  0.2169
H -11.276593 12.899599 -1.136059  0.7261
H 5.645597 0.056035 -3.983035  0.3553
H -10.594404 11.070211 0.077185  0.4298
C 8.480956 -8.998988 7.160391  -0.1880
C -7.542578 -9.062930 -2.112584  -1.2481
H 12.997481 -3.916581 5.770846  0.2499
H 8.418413 4.774293 -1.344672  0.3920
N -8.515402 11.763128 -0.052862  0.7779
H -7.532209 -11.496303 -3.190520  0.2962
H -3.035501 13.693305 -8.248044  -0.0754
C 9.553382 2.415174 0.560767  -0.7960
H 9.297217 2.945978 10.251115  0.2342
H 9.981681 1.922089 -0.257427  0.3456
H -6.934887 13.728151 1.753037  0.2266
H -10.554469 13.448724 0.015697  0.4532
H -7.184786 -8.712060 -1.160114  0.4689
H -4.371150 9.924223 -1.719563  0.3082
H -9.536092 -7.575778 -2.623714  0.3768
H 9.264812 6.810728 6.595174  0.0540
H 1.477503 1.504771 1.251725  0.0092
H -8.492990 -8.790802 1.030288  0.3415
H 1.298702 -11.577868 -6.965302  0.3920
H -5.760311 2.436874 8.747439  0.3155
C 4.647227 -10.111725 -2.234531  -0.7510
C 9.030075 2.257988 10.996286  -0.5041
H 5.452234 5.740707 -15.598471  0.2106
C 2.992536 6.424165 -14.387217  -1.2978
H 2.259704 -11.151419 -3.371962  0.5393
C 9.163073 1.931050 -4.558672  -0.4086
H 5.711682 -10.118351 -2.094662  0.4640
C 5.926401 1.960913 -4.617372  -0.7447
H 0.779078 -5.911686 -5.177701  0.3158
C 8.184890 3.733696 -1.200149  -0.2182
H -3.400582 0.149916 6.909414  0.1524
H -2.764543 7.731890 3.288135  0.2132
H -8.124742 -13.225743 -4.816817  0.3683
C 8.671821 3.386944 0.214785  -0.5933
H 9.430646 2.430496 -6.759688  0.2675
H -5.368981 0.946666 8.370698  0.4830
C 2.008651 8.720539 -13.460292  -0.7449
C -7.679041 10.630033 -0.600239  -1.2696
C -4.227372 2.514486 7.471941  -1.1338
H 10.370358 0.198761 11.147918  0.2702
H 1.664108 2.700738 -16.198743  0.3480
C -7.220124 -7.903394 -3.141259  -0.3568
C 2.260615 4.123614 -14.567009  -0.8171
C -0.930494 -5.649845 -3.940322  -1.4739
C -5.424513 9.664660 -1.391559  -1.4622
H 9.734172 3.688317 4.747614  -0.0683
H -5.541875 -6.985889 -1.353360  0.2936
H 4.335859 -11.154546 -2.361926  0.3168
H 0.186563 -8.063416 -4.080468  0.2287
H 3.979485 0.908406 -4.891770  0.3466
H 2.743060 -10.059771 -5.804621  0.2772
H 11.231987 -8.092773 9.812914  0.4235
C 9.622999 2.855990 -5.705899  -0.5223
N -3.295497 3.048219 12.068960  0.5740
H -5.455339 -7.686452 -4.400718  0.3872
H -5.724405 11.610747 -0.355637  0.3484
N 8.185433 2.649109 -3.641153  0.5326
H 10.489854 -6.493819 4.139143  0.3192
H 10.769049 3.210575 -5.687786  0.2989
H -8.098714 10.759897 1.884441  0.2682
H 1.027265 -9.477001 -5.626040  0.3014
H 2.369962 6.259310 -13.496640  0.5445
H 9.650476 0.492119 9.745962  0.1833
C -5.066498 -6.877716 -2.354353  -1.0272
H 1.045029 8.000905 -13.434138  0.1968
H -5.014163 1.957661 12.788306  0.4234
H 6.587467 1.992138 -5.519640  0.3346
H -10.892471 -8.578018 -2.063075  0.5742
H 7.136061 0.861035 -3.508778  0.5373
C -7.226735 12.495521 3.497841  -0.5193
H -3.776994 6.958297 13.859437  0.3455
H -7.068914 12.951845 -1.299872  0.2499
C -1.867583 2.563494 12.077237  -0.4645

Force components x, y, z for each atom (eV/Å):
0.9 -0.6 1.8
-1.2 -0.3 0.7
-0.3 -0.5 0.0
-1.0 -1.1 -0.4
-1.0 0.0 0.6
0.7 -0.1 -0.1
-1.5 -3.5 -1.3
0.4 0.2 -1.0
-1.5 -1.3 0.1
0.4 -0.2 -0.1
2.0 1.5 1.0
-0.8 -1.6 -0.8
1.0 0.0 -0.9
0.0 0.1 0.0
1.0 1.2 -0.5
-0.1 -0.6 -1.9
1.0 -0.2 0.2
-0.3 0.1 0.5
-1.6 -2.5 -2.7
-1.0 -0.3 0.1
-0.1 -0.1 0.0
-0.2 -0.8 -0.5
-1.3 -0.5 -0.1
-5.0 -4.1 1.8
-1.9 -0.8 0.7
0.6 0.0 -0.2
-0.4 1.6 -2.1
0.9 -1.1 -0.9
-0.6 -0.3 0.3
-0.4 1.5 -0.6
1.8 0.1 0.0
1.3 -3.4 0.5
-0.5 0.4 -1.0
-0.6 1.9 0.7
-1.8 0.3 1.8
5.1 2.1 -1.7
-5.2 3.0 2.8
-0.1 1.7 -0.3
-1.5 1.0 -1.4
-0.2 -0.3 -0.1
-0.3 -0.5 0.8
0.1 0.8 -0.1
-3.0 0.1 3.0
-0.6 0.6 -1.9
-1.1 -0.7 -0.5
1.0 0.3 0.1
-0.3 -1.4 0.3
0.7 1.0 0.0
-0.4 0.4 0.4
0.1 0.1 0.1
-0.5 0.2 0.2
0.0 1.4 0.1
0.8 -0.4 0.0
0.2 0.3 1.0
0.0 -0.1 -1.2
0.4 -0.8 0.4
-2.3 -0.5 -0.6
-1.8 2.3 3.3
-0.7 1.0 -0.9
3.4 1.7 -0.7
0.3 0.0 0.1
0.1 0.1 -0.5
0.9 -0.6 0.7
0.1 0.7 -0.2
-1.1 0.3 -0.8
-0.8 -0.9 2.0
-1.6 2.6 -0.2
-0.9 -0.1 -0.4
0.1 0.1 -0.1
-0.3 -0.4 0.3
-0.2 -0.7 1.6
-0.3 0.9 -0.2
2.3 -3.2 -0.8
2.1 -0.5 0.0
0.3 0.1 0.5
-0.6 3.7 0.7
1.5 -0.4 0.0
0.3 0.8 0.2
1.1 -0.1 0.1
0.5 1.9 -2.4
-2.3 -0.7 -0.5
-1.6 -0.1 -0.9
0.1 0.0 0.0
1.4 -1.1 0.9
2.0 -0.4 2.8
0.8 -0.8 0.7
-0.1 0.4 0.5
0.1 -0.3 0.0
-0.4 0.0 -0.4
-0.7 -0.6 -0.6
-0.7 1.0 1.8
-0.5 1.2 0.0
1.2 -0.1 -0.5
-0.3 2.5 -1.0
-0.3 -1.2 -0.5
1.1 4.3 -2.7
-0.9 0.6 0.1
0.3 -1.2 -2.7
-0.2 0.3 -0.2
-0.9 -0.5 -2.6
-2.8 4.1 -0.5
3.9 -0.4 1.2
0.2 0.1 -0.1
1.5 -0.4 -1.4
-1.3 -0.8 0.2
-0.5 0.6 -0.3
0.7 -2.1 -1.7
-0.9 2.2 0.2
0.1 -0.1 -0.2
0.0 -1.4 -2.7
1.5 1.3 -0.8
0.9 -0.8 -0.4
-2.8 -1.0 2.3
0.9 -0.5 0.1
-1.1 0.0 1.0
-0.3 0.3 -1.3
-1.3 0.0 -0.4
-0.7 1.9 -3.8
-0.1 -0.5 1.7
0.3 0.0 -0.1
0.5 4.6 0.1
0.3 1.9 -1.1
-3.0 -0.6 -0.3
0.1 0.3 -0.2
0.1 0.2 1.2
0.3 -0.2 1.5
-0.1 -2.6 0.2
-0.1 1.3 -1.0
5.7 -3.8 -0.8
-0.3 0.3 -0.7
0.4 -1.3 0.1
-0.5 -0.1 0.1
-0.2 0.0 0.7
1.2 -1.0 0.3
-0.3 -3.0 0.3
-0.7 0.1 0.4
0.1 0.1 0.1
-0.4 1.1 2.1
0.3 0.0 -0.9
-0.3 -1.3 -0.4
-1.7 0.0 -0.2
-0.7 0.7 -0.7
0.2 0.1 0.6
0.0 -0.5 -0.9
0.3 0.1 0.1
-3.6 -1.8 1.8
1.2 2.2 1.0
-1.1 0.6 -1.6
-0.7 -0.5 1.2
1.1 0.4 -0.4
0.4 -1.1 0.4
3.3 1.0 4.7
-0.3 0.3 -0.2
1.7 -0.8 -0.5
-1.2 0.9 -1.1
0.2 -2.0 2.4
1.8 1.7 1.6
0.6 -0.6 -1.0
2.2 -3.5 -0.6
0.6 1.1 -0.8
-0.6 2.4 0.6
3.1 0.4 -4.6
0.1 0.1 0.0
-0.7 0.5 -0.6
-0.6 1.1 0.3
-0.5 -0.3 -0.3
-0.3 0.4 0.9
0.6 1.4 1.4
-1.8 1.6 -1.9
-0.4 0.5 0.6
-0.4 -0.4 -0.6
1.3 0.7 -1.2
-0.7 2.1 2.9
1.8 -3.8 2.4
0.0 -0.5 0.8
0.2 1.9 1.4
-0.5 0.5 0.9
0.1 -1.7 1.1
-0.1 0.7 0.2
1.3 2.6 -2.1
-1.9 5.0 -0.5
1.6 -1.1 0.4
-0.6 -1.0 -0.3
-6.5 -0.5 -3.6
-2.0 -0.9 0.0
-0.6 -0.8 2.3
3.9 -4.5 -2.7
0.3 -0.4 -0.4
-1.8 -1.1 -0.2
0.4 0.3 -0.7
3.3 0.2 -0.2
-0.2 -0.3 0.8
0.0 -0.1 0.0
-1.8 2.1 1.0
-1.0 0.7 -1.7
1.0 -1.1 -0.5
-0.3 -2.6 0.0
0.3 2.6 4.0
0.0 0.0 0.6
-1.4 0.6 0.5
-0.5 -1.1 0.5
0.1 -0.7 -0.4
2.3 0.7 0.5
-0.7 -0.2 -0.4
-0.2 -0.5 -0.1
-0.5 0.5 1.3
-0.3 -1.0 -1.7
1.3 -5.0 0.6
-0.9 0.4 0.0
3.9 -0.5 0.3
-0.1 0.3 -0.3
1.6 1.0 -0.1
0.5 0.1 -0.1
1.2 -2.5 -0.8
0.0 0.1 0.2
0.8 -1.6 0.3
0.1 0.0 0.0
0.8 0.1 -0.4
0.1 0.2 0.6
2.8 -3.4 -2.6
0.6 0.3 1.8
0.2 -1.5 -0.5
-1.3 -0.2 0.7
-0.8 -2.4 -2.9
6.3 -0.9 2.3
-1.4 0.3 2.2
-0.8 0.3 -0.1
-0.5 -2.0 0.2
2.9 0.6 1.2
-1.2 0.7 0.7
0.9 -1.5 -3.6
-0.1 0.7 0.4
0.2 0.3 -0.5
0.2 0.0 -0.1
0.1 0.3 0.3
1.6 -1.5 1.4
-0.1 0.4 -0.1
-0.7 -0.2 0.7
1.6 1.3 -1.1
-1.2 1.8 0.0
-0.3 0.6 1.2
-0.7 -1.8 -0.8
-1.0 2.3 0.1
0.7 -1.3 1.7
-2.6 -1.2 0.3
-0.4 1.3 -1.3
0.6 -0.6 -0.4
0.8 -0.1 -0.3
0.6 1.9 -0.8
0.6 0.5 1.0
2.9 0.8 1.3
-0.9 -0.4 -1.1
-1.2 -1.1 -0.1
0.1 -0.4 0.1
0.1 1.5 1.3
-1.2 4.0 1.0
-0.5 -0.4 0.4
-1.4 -0.2 1.1
0.3 0.5 0.0

Summary:
total energy	-3640.904420	Ha
2S+1	1
F_max	7.5	eV/A
charge	+6

Entry 2:
Here is an isolated molecule of CH3NOS from the Open Molecules 2025 dataset. Energies are from ωB97M-V/def2-TZVPD.

Last column: natural (NBO) charge in e.
Element x y z (Å)
C 0.704132 0.849690 -0.329933  -0.0838
H -1.482378 -0.599655 1.397040  0.0118
H 1.219225 1.845565 -0.343733  0.2004
H -0.098552 0.566954 -1.156049  0.1909
O -0.869781 -1.340227 -0.762392  -0.9396
S -0.387736 -1.382374 0.602204  1.1686
N 0.915089 0.060047 0.592864  -0.5484

Force components x, y, z for each atom (eV/Å):
-1.8 0.7 -2.5
2.1 -1.0 -1.0
-0.2 -1.1 -0.3
1.4 0.8 1.3
-0.9 -0.7 -1.3
0.2 2.8 1.1
-0.7 -1.5 2.6

Summary:
total energy	-567.979428	Ha
2S+1	1
F_max	3.1	eV/A
charge	0